A structure of composition C15H52BMgO15S3 in a non-equilibrium geometry. Source: the OMol25 dataset; level of theory: ωB97M-V with the def2-TZVPD basis set.

Summary:
**E_tot**: -3150.4079 hartree
**Relative energy (zero: lowest compared OMol25 entry of this formula, charge and spin)**: 27.0 kJ/mol
**Orbital gap**: 8.783 eV
**LUMO level**: -2.86 eV
**E_HOMO**: -11.645 eV

```
! RIJCOSX wB97M-V def2-TZVPD def2/J DEFGRID3
* xyz 1 1
Mg 1.57882 -0.65936 0.24356
B 0.00259 0.56290 0.64197
H -0.66807 1.28765 1.07693
H 0.80890 0.99495 0.06975
H 0.49239 -0.03310 1.39638
H -0.52374 -0.13460 0.00895
O -2.38708 -3.63015 3.44155
S -3.63767 -2.86013 3.60160
O -4.28284 -2.66657 4.89411
O -3.50726 -1.46066 2.70829
C -4.51804 -0.52104 2.82947
C -4.30580 0.65527 1.86531
C -4.73039 -3.76951 2.43064
H -4.53324 -0.13805 3.84986
H -5.50354 -0.96096 2.67659
H -3.39134 1.17236 2.15600
H -5.07807 1.40535 2.03584
H -4.27059 0.33414 0.82428
H -5.09539 -4.65617 2.94902
H -4.14875 -3.99644 1.53716
H -5.54609 -3.10679 2.14162
O 2.09367 -1.53198 -3.76538
S 0.95567 -1.79385 -2.90221
O 1.02516 -1.50710 -1.47237
O -0.40561 -1.01263 -3.46676
C -0.60995 -0.86351 -4.87695
C -2.01803 -0.23748 -4.95768
C 0.40487 -3.59702 -3.14015
H -0.63276 -1.83269 -5.37522
H 0.15199 -0.22277 -5.32080
H -2.00458 0.84981 -5.03333
H -2.58574 -0.62734 -4.11280
H -2.52524 -0.59985 -5.85184
H 1.32737 -4.09012 -2.83364
H 0.10956 -3.93338 -4.13401
H -0.45169 -3.67789 -2.47092
O 2.70141 0.52969 -1.15395
S 3.24309 1.72198 -1.83953
O 2.37989 2.91856 -2.01015
O 4.59279 2.31430 -0.95434
C 5.64905 1.44853 -0.77412
C 6.74248 2.16652 -0.00341
C 4.02863 1.21094 -3.49137
H 6.00893 1.14356 -1.75676
H 5.32702 0.57071 -0.21391
H 6.43823 2.87673 0.76544
H 7.43677 2.68423 -0.66525
H 7.35360 1.40244 0.47702
H 4.61543 0.29905 -3.38080
H 4.52743 2.11432 -3.84238
H 3.17085 0.87075 -4.07153
C -1.86907 1.72190 -1.89347
O -2.27564 2.03587 -0.58104
H -2.53716 2.11235 -2.66113
H -0.86779 2.10676 -2.08694
H -1.83753 0.64602 -2.06554
H -1.64847 1.63418 0.02469
C 0.42533 -2.40508 2.45963
O 0.95337 -2.33930 1.10989
H 0.79743 -1.67312 3.17649
H -0.63530 -2.16529 2.38437
H 0.60727 -3.32628 3.01315
H 1.01910 -3.23177 0.76238
C -0.27975 2.11168 4.05001
O -0.58997 0.81745 3.54424
H -0.02629 2.01906 5.10608
H 0.57086 2.53021 3.51204
H -1.08418 2.82949 3.88955
H -0.45083 0.86028 2.59534
C 0.29005 4.03779 0.63899
O 0.20064 5.42855 0.60054
H 0.44683 3.53797 -0.31688
H 1.10244 3.81783 1.33163
H -0.60202 3.55783 1.04142
H -0.28841 5.73654 1.36707
C 3.03755 1.34071 2.08072
O 2.74595 -0.03334 1.74694
H 3.08656 1.35726 3.16949
H 3.98369 1.66078 1.64427
H 2.29423 2.00270 1.63648
H 3.37195 -0.58899 2.21701
C -2.35015 -2.44516 -0.47540
O -2.98586 -3.43805 -1.24358
H -2.58127 -1.50911 -0.98382
H -2.69299 -2.31874 0.55153
H -1.29530 -2.71194 -0.54039
H -3.84005 -3.13065 -1.55575
*
```